1.
{"formula": "C24H45N4O2PdSbSi3", "method": "wB97M-V/def2-TZVPD", "elements": ["Pd", "C", "Sb", "C", "C", "C", "C", "C", "C", "N", "Si", "C", "C", "C", "C", "C", "C", "C", "C", "C", "N", "Si", "C", "C", "C", "Si", "C", "C", "C", "H", "H", "H", "H", "H", "H", "H", "H", "H", "H", "H", "H", "H", "H", "H", "H", "H", "H", "H", "H", "H", "H", "H", "H", "H", "H", "H", "H", "H", "H", "H", "H", "H", "H", "H", "H", "H", "H", "N", "N", "H", "H", "H", "H", "C", "C", "O", "O", "H", "H", "H"], "xyz": [[-1.18, 1.33, -0.15], [-0.38, -3.12, 0.28], [-0.59, -1.00, 0.90], [-2.02, -0.55, -0.63], [-1.97, -1.17, -1.95], [-2.40, -2.51, -2.12], [-2.37, -3.11, -3.36], [-1.91, -2.38, -4.45], [-1.53, -1.07, -4.21], [-1.55, -0.48, -3.02], [-3.65, 0.10, -0.08], [-4.39, 1.45, -1.20], [-4.98, -1.29, -0.15], [-3.80, 0.66, 1.72], [1.83, -0.70, 0.56], [2.14, 0.73, 0.15], [3.24, 1.44, 0.63], [3.51, 2.71, 0.18], [2.66, 3.28, -0.77], [1.60, 2.51, -1.21], [1.34, 1.28, -0.78], [2.45, -1.08, 2.29], [1.93, 0.31, 3.44], [4.34, -1.29, 2.51], [1.83, -2.72, 2.97], [2.57, -1.72, -0.82], [1.60, -1.63, -2.42], [4.28, -1.03, -1.29], [2.96, -3.52, -0.40], [-1.41, -3.47, 0.35], [0.23, -3.67, 0.99], [-0.02, -3.29, -0.73], [-2.76, -3.05, -1.25], [-2.69, -4.14, -3.47], [-1.85, -2.80, -5.44], [-1.17, -0.45, -5.03], [-3.78, 1.56, -2.10], [-4.38, 2.41, -0.68], [-5.42, 1.23, -1.51], [-5.11, -1.68, -1.16], [-5.94, -0.90, 0.19], [-4.69, -2.12, 0.50], [-3.30, 1.61, 1.89], [-3.35, -0.08, 2.40], [-4.85, 0.76, 1.99], [3.91, 0.98, 1.35], [4.36, 3.26, 0.56], [2.81, 4.28, -1.15], [0.90, 2.90, -1.95], [2.68, 1.10, 3.47], [1.79, -0.05, 4.47], [1.00, 0.76, 3.11], [4.89, -0.35, 2.46], [4.77, -1.96, 1.76], [4.52, -1.73, 3.49], [0.74, -2.77, 3.03], [2.24, -2.84, 3.98], [2.17, -3.56, 2.36], [1.41, -0.59, -2.67], [0.62, -2.11, -2.36], [2.17, -2.09, -3.23], [4.21, -0.02, -1.69], [4.72, -1.68, -2.06], [4.97, -1.00, -0.44], [2.08, -4.11, -0.16], [3.66, -3.60, 0.43], [3.43, -3.97, -1.28], [-2.49, 5.33, -1.12], [-1.35, 4.54, -1.55], [-2.67, 5.07, -0.15], [-3.26, 4.98, -1.67], [-1.42, 3.62, -1.10], [-0.54, 4.94, -1.07], [-0.98, 3.18, 3.44], [-1.19, 3.55, 1.98], [-2.12, 4.34, 1.70], [-0.38, 3.02, 1.16], [-1.72, 3.66, 4.08], [0.03, 3.47, 3.75], [-1.05, 2.09, 3.54]], "mulliken_charge": [-0.171, -1.656, -0.005, 0.222, 0.482, -0.650, -0.592, -0.533, -0.439, -0.141, 1.060, -1.314, -1.447, -1.069, 2.178, -1.280, -0.145, -0.848, -0.679, -0.738, 0.382, 0.570, -0.775, -1.344, -1.197, 0.292, -0.937, -1.344, -1.133, 0.414, 0.389, 0.357, 0.387, 0.374, 0.381, 0.363, 0.310, 0.289, 0.333, 0.348, 0.367, 0.280, 0.097, 0.275, 0.338, 0.076, 0.384, 0.375, 0.465, 0.326, 0.419, -0.143, 0.416, 0.301, 0.402, 0.291, 0.439, 0.315, 0.217, 0.043, 0.476, 0.317, 0.351, 0.288, 0.352, 0.248, 0.421, -0.779, -0.427, 0.452, 0.276, 0.158, 0.347, -1.039, 0.501, -0.777, -0.318, 0.340, 0.347, 0.092], "spin_multiplicity": 1, "e_above_lowest_kcal_mol": 25.3, "charge": -2, "homo_energy_ha": -0.01494, "e_lumo_ev": 4.61}

***

2.
{"formula": "C24H42Cl3N4O3PrSSi", "method": "wB97M-V/def2-TZVPD", "elements": ["C", "C", "H", "H", "H", "C", "C", "H", "H", "H", "H", "Pr", "Cl", "Cl", "H", "H", "C", "C", "N", "H", "C", "O", "H", "H", "H", "H", "H", "H", "C", "C", "N", "H", "C", "O", "H", "H", "H", "H", "O", "C", "C", "C", "H", "C", "H", "C", "H", "C", "C", "H", "H", "H", "Si", "Cl", "C", "C", "C", "H", "H", "H", "H", "H", "H", "H", "H", "H", "C", "N", "C", "C", "N", "C", "S", "H", "H", "H", "H", "H", "H"], "xyz": [[-0.92, 5.30, 0.72], [-0.16, 4.11, 1.25], [-0.50, 6.23, 1.12], [-1.95, 5.20, 1.09], [-0.91, 5.40, -0.37], [0.34, 4.13, 2.55], [0.02, 5.20, 3.51], [1.18, 3.47, 2.79], [-1.05, 5.17, 3.79], [0.25, 6.22, 3.14], [0.62, 5.07, 4.42], [-0.51, -2.20, -0.51], [0.59, -1.02, -2.70], [-3.08, -2.81, -0.91], [-1.68, -6.56, -3.41], [-1.98, -4.79, -5.96], [-2.32, -5.69, -3.17], [-2.40, -4.17, -5.16], [-1.82, -4.50, -3.86], [-2.31, -5.49, -2.09], [-0.83, -3.79, -3.33], [-0.25, -4.08, -2.23], [-2.19, -3.11, -5.37], [-0.54, -2.91, -3.93], [-3.34, -5.89, -3.52], [-3.48, -4.34, -5.12], [-2.23, 1.17, 2.50], [-0.05, 1.57, 4.42], [-2.20, 0.26, 3.13], [-0.21, 0.49, 4.57], [-0.82, -0.13, 3.40], [-2.72, -0.56, 2.62], [-0.26, -1.24, 2.84], [-0.84, -1.97, 2.01], [0.77, 0.02, 4.76], [0.78, -1.43, 3.16], [-2.67, 0.49, 4.10], [-0.86, 0.36, 5.45], [-0.90, 2.79, 0.65], [0.40, 3.10, 0.24], [1.49, 1.35, 1.75], [1.48, 2.13, 0.58], [0.54, 1.22, 2.27], [2.67, 0.79, 2.23], [0.49, 3.57, -0.75], [2.61, 2.03, -0.27], [2.68, 0.30, 3.23], [3.84, 0.86, 1.47], [3.77, 1.39, 0.17], [2.54, 2.49, -1.25], [4.79, 0.48, 1.88], [4.64, 1.36, -0.51], [-2.81, 1.60, -0.97], [-0.96, 0.26, -0.13], [-4.14, 0.76, 0.05], [-2.75, 0.83, -2.69], [-2.96, 3.44, -0.98], [-3.92, 0.79, 1.12], [-4.28, -0.29, -0.24], [-5.09, 1.28, -0.10], [-3.17, 3.79, 0.04], [-3.81, 3.69, -1.64], [-2.05, 3.90, -1.39], [-1.72, 0.81, -3.08], [-3.36, 1.42, -3.39], [-3.11, -0.21, -2.69], [5.21, -2.34, 0.48], [4.39, -2.92, -0.57], [4.87, -3.57, -1.70], [3.78, -3.90, -2.46], [2.66, -3.42, -1.79], [3.03, -2.79, -0.63], [2.13, -1.99, 0.56], [5.48, -1.30, 0.22], [4.64, -2.33, 1.42], [6.13, -2.94, 0.59], [5.92, -3.73, -1.85], [3.69, -4.44, -3.38], [1.73, -3.43, -2.17]], "lowdin_spin": [0.000, 0.000, 0.000, 0.000, 0.000, -0.001, 0.000, 0.000, 0.000, 0.000, 0.000, 2.021, -0.005, -0.006, 0.000, 0.000, 0.000, 0.000, 0.000, 0.000, 0.000, -0.001, 0.000, 0.000, 0.000, 0.000, 0.000, 0.000, 0.000, 0.000, 0.000, 0.000, 0.000, 0.000, 0.000, 0.000, 0.000, 0.000, -0.001, 0.000, 0.000, 0.000, 0.000, 0.000, 0.000, 0.000, 0.000, 0.000, 0.000, 0.000, 0.000, 0.000, 0.000, -0.005, 0.000, 0.000, 0.000, 0.000, 0.000, 0.000, 0.000, 0.000, 0.000, 0.000, 0.000, 0.000, 0.000, 0.000, 0.000, 0.000, 0.000, 0.000, -0.003, 0.000, 0.000, 0.000, 0.000, 0.000, 0.000], "spin_multiplicity": 3, "e_above_lowest_kcal_mol": 134.3, "charge": 0, "homo_energy_ha": [-0.15737, -0.15751], "e_lumo_ev": [0.13, 0.15]}

***

3.
{"formula": "C4H15N2O2", "method": "wB97M-V/def2-TZVPD", "elements": ["C", "C", "C", "C", "N", "N", "H", "H", "H", "H", "H", "H", "H", "H", "H", "H", "H", "H", "H", "O", "H", "H", "O"], "xyz": [[-0.70, 1.21, 2.18], [-1.16, 0.79, 0.82], [-0.26, 0.67, -0.34], [0.82, -0.34, -0.41], [0.43, -1.78, -0.66], [-0.41, 2.67, 2.22], [0.04, 0.51, 2.62], [-1.60, 1.10, 2.80], [-1.92, 1.55, 0.59], [-1.70, -0.15, 0.97], [0.02, 1.69, -0.80], [1.48, -0.47, 0.45], [1.45, -0.09, -1.27], [0.23, -2.35, 0.10], [-0.28, -1.91, -1.39], [-0.42, 3.05, 3.18], [0.39, 3.00, 1.69], [3.72, -2.13, -2.01], [2.25, -2.33, -1.49], [3.04, -1.78, -1.41], [-1.39, -0.14, -1.33], [-2.65, -0.37, -2.42], [-2.04, -0.86, -1.85]], "nbo_charge": [-0.174, -0.576, 0.287, -0.402, -0.805, -0.833, 0.202, 0.239, 0.274, 0.286, 0.260, 0.332, 0.267, 0.383, 0.403, 0.403, 0.373, 0.488, 0.490, -0.980, 0.411, 0.505, -0.832], "spin_multiplicity": 1, "e_above_lowest_kcal_mol": 135.4, "charge": 1, "homo_energy_ha": -0.50076, "e_lumo_ev": -8.03}